# C26H36BNO3P2V

A structure of composition C26H36BNO3P2V at a distorted geometry (the ωB97M-V functional and the def2-TZVPD basis, OMol25).

For the total energy, the calculation gives -80117.7398 eV. The value obtained for the HOMO-LUMO gap (spin up / spin down) is 5.988 / 5.930 eV. For the largest force on an atom, the calculation gives 5.83 eV Å⁻¹.

ORCA input file:
```
! wB97M-V def2-TZVPD RIJCOSX def2/J DEFGRID3
* xyz 1 3
C -2.4213 2.0354 -3.1473
C -2.0432 0.8851 -2.4553
C -0.6596 0.6151 -2.3198
C 0.3078 1.5199 -2.7824
C -0.1007 2.6962 -3.4119
C -1.4587 2.9357 -3.6179
C 1.7294 1.1981 -2.4419
C 2.0151 -0.2704 -2.4785
C 0.9913 -1.1119 -2.0215
C 1.1860 -2.5110 -1.9079
C 2.4144 -3.0341 -2.3066
C 3.4375 -2.1968 -2.7624
C 3.2504 -0.8155 -2.8280
H -3.4873 2.2232 -3.2941
H 0.6624 3.4021 -3.7503
H -1.7832 3.8355 -4.1439
H 2.4166 1.7463 -3.0889
H 2.5598 -4.1156 -2.2476
H 4.3887 -2.6312 -3.0691
H 4.0444 -0.1446 -3.1611
N -0.2308 -0.5426 -1.6764
V -0.8491 -0.7886 0.2634
C -3.0678 -0.0590 -1.8543
H -2.9397 -1.0827 -2.2447
H -4.0811 0.2846 -2.0968
C 0.0547 -3.4066 -1.4427
H -0.8164 -3.3295 -2.1164
H 0.3946 -4.4510 -1.4237
P -2.9862 -0.1776 -0.0039
P -0.5852 -3.0450 0.2563
C 0.6436 -3.8473 1.3126
H 0.3294 -3.7519 2.3605
H 0.7341 -4.9103 1.0457
H 1.6154 -3.3524 1.1908
C -2.0569 -4.0997 0.4072
H -1.7683 -5.1587 0.3481
H -2.5307 -3.9056 1.3788
H -2.7802 -3.8680 -0.3857
C -3.4079 1.4965 0.5232
H -4.2851 1.8609 -0.0267
H -3.6278 1.4819 1.5976
H -2.5596 2.1699 0.3562
C -4.4086 -1.1841 0.4595
H -4.3944 -1.3249 1.5481
H -5.3427 -0.6797 0.1782
H -4.3664 -2.1695 -0.0213
C -1.1028 -0.9167 2.1442
O -1.2483 -0.9922 3.3143
H 1.8599 1.4926 -1.3631
C 3.5055 1.9050 1.9741
C 2.1197 1.3327 2.1655
C 2.2054 0.2698 3.2643
O 1.7214 0.6872 0.9462
B 0.3129 0.7713 0.9934
O -0.1725 1.8561 1.7371
C 0.9699 2.3957 2.4152
C 0.5873 2.6014 3.8674
C 1.2791 3.7522 1.7971
H 4.2071 1.0942 1.7372
H 3.8302 2.3784 2.9100
H 3.5412 2.6546 1.1751
H 2.9372 -0.4867 2.9491
H 2.5638 0.7161 4.2017
H 1.2469 -0.2410 3.4461
H 1.4500 2.9773 4.4324
H -0.2095 3.3536 3.9214
H 0.2218 1.6718 4.3211
H 1.5491 3.6706 0.7349
H 0.3915 4.3930 1.8754
H 2.0964 4.2422 2.3426
*
```

Results of the Löwdin charge analysis, in e, for atoms 1 through 6: -0.042 -0.217 -0.204 -0.145 -0.019 -0.069

---

# C26H36F15INO11

A cluster of 6 separate species, C26H36F15INO11 in total at a distorted geometry (the ωB97M-V functional and the def2-TZVPD basis, OMol25).

For the total energy, the calculation gives -100418.6449 eV. The value obtained for the HOMO-LUMO gap is 4.511 eV. For the largest force on an atom, the calculation gives 5.55 eV Å⁻¹.

ORCA input file:
```
! wB97M-V def2-TZVPD RIJCOSX def2/J DEFGRID3
* xyz -1 1
N 2.5350 -5.6610 3.1423
C 1.4667 -6.4784 2.8632
C -0.0686 -5.9252 2.7320
C -0.3268 -4.9775 1.3828
I 0.2587 -2.8717 1.8083
C -1.9217 -5.0982 1.0623
C -2.9259 -4.5028 2.2089
C -3.3776 -5.5711 3.3725
O -3.4731 -6.9696 2.9271
H 2.1683 -4.7109 3.2603
H 1.6571 -7.6406 2.7425
H -0.8157 -6.8448 2.6021
H -0.4463 -5.2823 3.6346
H -2.1665 -4.5005 0.0566
H -2.1288 -6.2396 0.8073
H -2.5618 -3.5340 2.7554
H -3.9328 -4.1962 1.6468
H -4.4239 -5.2111 3.7832
H -2.6033 -5.4775 4.2762
H -4.1343 -7.0631 2.1694
C -4.4495 1.2044 0.0202
C -3.5632 1.3320 1.2451
O -4.2366 0.8319 2.4101
C -4.2164 -0.5287 2.5807
O -3.6717 -1.3074 1.8034
C -4.9211 -0.9186 3.8788
F -6.1079 -0.2680 4.0521
F -4.1666 -0.6299 4.9781
F -5.2062 -2.2495 3.9524
H -5.4135 1.6951 0.1905
H -3.9698 1.6570 -0.8537
H -4.6631 0.1557 -0.2084
H -3.3481 2.3896 1.4319
H -2.6004 0.8279 1.1032
C -0.0207 7.9727 2.5130
C 0.5864 6.5838 2.4430
O -0.4412 5.5891 2.3189
C -0.9432 5.3949 1.0575
O -0.5678 6.0183 0.0686
C -1.9867 4.2792 1.0597
F -2.8717 4.3851 2.0929
F -1.4170 3.0449 1.1736
F -2.7369 4.2479 -0.0779
H -0.7589 8.0292 3.3197
H 0.7546 8.7258 2.6872
H -0.5440 8.2249 1.5855
H 1.1227 6.3721 3.3742
H 1.3130 6.4995 1.6268
C 2.5413 -2.7524 -3.0948
C 1.1640 -2.7605 -2.4579
O 0.2737 -1.8873 -3.1689
C -0.2896 -2.3992 -4.3097
O -0.0666 -3.5292 -4.7349
C -1.2499 -1.3892 -4.9354
F -0.7314 -0.1281 -4.9862
F -2.4173 -1.2912 -4.2365
F -1.5983 -1.7058 -6.2147
H 2.9254 -1.7295 -3.1666
H 3.2425 -3.3551 -2.5086
H 2.5106 -3.1523 -4.1131
H 1.2329 -2.3788 -1.4336
H 0.7516 -3.7742 -2.3966
C 0.8931 4.7666 -7.0432
C 0.8716 3.2519 -6.9566
O 2.1880 2.7422 -6.6961
C 2.5999 2.7759 -5.3884
O 1.9165 3.2138 -4.4672
C 3.9905 2.1596 -5.2463
F 4.8607 2.5919 -6.2042
F 3.9609 0.7995 -5.3472
F 4.5783 2.4391 -4.0486
H 1.6261 5.0987 -7.7858
H -0.0932 5.1527 -7.3200
H 1.1833 5.2153 -6.0881
H 0.5541 2.8354 -7.9185
H 0.1591 2.8990 -6.2021
C 4.4052 -1.6416 3.1003
C 4.7849 -0.7116 1.9630
O 3.9558 0.4602 1.9706
C 4.3157 1.4478 2.8514
O 5.2783 1.3705 3.6097
C 3.3846 2.6517 2.7197
F 2.0684 2.2976 2.6559
F 3.6378 3.3742 1.5905
F 3.4904 3.5248 3.7611
H 3.3378 -1.8826 3.0596
H 4.9816 -2.5710 3.0494
H 4.5885 -1.1751 4.0732
H 4.6136 -1.2159 1.0060
H 5.8462 -0.4402 1.9984
*
```

Results of the Löwdin charge analysis, in e, for atoms 1 through 6: 0.003 -0.213 -0.324 -0.705 0.500 -0.351

---

# C26H36F4N3O5P

The molecule C26H36F4N3O5P (the ωB97M-V functional and the def2-TZVPD basis, OMol25).

Its energy above the lowest of the compared OMol25 structures with the same formula, charge and spin is 0.00 kcal/mol. For the total energy, the calculation gives -62414.2148 eV. As for the SMILES: CCCCCCc1c(CCC(F)(F)F)c(C)c(C(=O)NC(=O)F)c2nc(COCCOCC)c(P(C)O)nc12. The value obtained for the HOMO-LUMO gap is 7.936 eV. For the largest force on an atom, the calculation gives 0.94 eV Å⁻¹.

ORCA input file:
```
! wB97M-V def2-TZVPD RIJCOSX def2/J DEFGRID3
* xyz 0 1
C -0.7416 -1.8946 2.3924
C -0.8640 -3.3940 2.0540
C 0.3835 -3.9753 1.3806
C 0.9337 -3.1055 0.2396
C 2.4005 -2.7239 0.4362
C 2.8770 -1.6753 -0.5972
C 2.5294 -0.2870 -0.1385
C 3.3027 0.3866 0.7744
C 4.5789 -0.2531 1.2734
C 5.7777 -0.3052 0.2916
C 5.8387 0.7699 -0.7555
F 7.0509 0.7818 -1.3378
F 5.6532 1.9943 -0.2373
F 4.9470 0.6159 -1.7410
C 2.9014 1.6758 1.2536
C 3.7641 2.4263 2.2325
C 1.7305 2.2314 0.8049
C 1.2882 3.5478 1.3520
O 1.3001 3.8094 2.5243
N 0.8974 4.5239 0.3835
C -0.3751 5.0673 0.4841
O -0.9915 5.3701 1.4516
F -0.8612 5.2713 -0.7775
C 0.9366 1.5622 -0.1449
N -0.2461 2.1104 -0.5429
C -0.9629 1.4603 -1.4106
C -2.2893 2.0749 -1.7945
O -3.3530 1.1730 -1.6397
C -3.6201 0.8643 -0.2851
C -4.6848 -0.2115 -0.2282
O -5.9491 0.3817 -0.0148
C -6.9252 -0.5616 0.4057
C -8.2749 0.1399 0.4538
C -0.5208 0.2059 -1.9603
P -1.5397 -0.8003 -3.1217
C -0.2208 -1.8300 -3.8799
O -1.8734 0.2604 -4.3433
N 0.5971 -0.3363 -1.5586
C 1.3462 0.3137 -0.6282
H 0.3028 -1.6349 2.5716
H -1.1034 -1.2868 1.5645
H -1.3166 -1.6566 3.2836
H -1.7427 -3.5442 1.4240
H -1.0587 -3.9409 2.9775
H 1.1418 -4.1226 2.1528
H 0.1311 -4.9613 0.9896
H 0.3399 -2.2043 0.1096
H 0.8692 -3.6613 -0.6978
H 2.5495 -2.3622 1.4555
H 3.0069 -3.6257 0.3218
H 3.9448 -1.7780 -0.7699
H 2.3615 -1.9038 -1.5256
H 4.9104 0.2352 2.1795
H 4.3503 -1.2815 1.5500
H 5.8566 -1.2726 -0.1977
H 6.6922 -0.1906 0.8727
H 4.8117 2.1967 2.0731
H 3.6601 3.5007 2.1238
H 3.5192 2.1609 3.2603
H 1.0701 4.2091 -0.5613
H -2.2812 2.4133 -2.8293
H -2.4257 2.9627 -1.1692
H -3.9874 1.7482 0.2445
H -2.7195 0.5042 0.2244
H -4.6886 -0.7238 -1.1976
H -4.4617 -0.9585 0.5397
H -6.6337 -0.9180 1.3989
H -6.9418 -1.4059 -0.2902
H -8.4556 0.5436 1.4475
H -8.2407 0.9793 -0.2380
H -9.0808 -0.5316 0.1721
H 0.7511 -1.5917 -3.4529
H -0.4363 -2.8733 -3.6653
H -0.2242 -1.6420 -4.9508
H -1.2115 0.9532 -4.4421
*
```

Results of the Löwdin charge analysis, in e, for atoms 1 through 6: -0.099 -0.253 -0.209 -0.207 -0.181 -0.119

---

- What is the largest force on an atom in the second record?
  5.55 eV Å⁻¹

---

- Among the records above, which one has the highest largest force on an atom?
  C26H36BNO3P2V

---

- What is the largest force on an atom in the second record?
  5.55 eV Å⁻¹